Molecular formula: C3H9NO2S
Method: DFT, the ωB97M-V functional and the def2-TZVPD basis

Last column: natural (NBO) charge in e.
Positions of all 16 atoms, in Å:
O  0.013  0.881  0.443  -0.63
S  -2.922  0.048  0.070  -0.04
C  -0.244  0.646  -0.730  0.65
N  0.722  0.504  -1.622  -0.60
C  -1.678  0.507  -1.239  -0.60
C  2.066  0.638  -1.285  -0.42
H  -2.727  0.996  1.011  0.15
H  0.373  -0.057  -2.403  0.39
H  -1.935  1.506  -1.642  0.24
H  -1.759  -0.222  -2.068  0.23
H  2.332  1.533  -0.698  0.23
H  2.694  0.613  -2.191  0.21
H  2.284  -0.258  -0.680  0.20
O  0.415  -2.768  4.164  -0.94
H  0.389  -1.844  3.826  0.47
H  -0.025  -2.723  5.043  0.47

## Properties
Energy relative to the best compared isomer or geometry (same formula, charge and spin)   129.4 kJ/mol
Spin multiplicity   1
Lowest unoccupied orbital energy   0.65 eV
HOMO-LUMO gap   0.362 hartree
SMILES string   CNC(=O)CS.O
Total energy   -723.1190 hartree
Largest force on an atom   3.61 eV/Å